{
  "formula": "C6H5As2F20NaO4",
  "method": "ωB97M-V/def2-TZVPD",
  "symbols": ["Na", "As", "F", "F", "F", "F", "F", "F", "As", "F", "F", "F", "F", "F", "F", "O", "C", "O", "O", "H", "C", "C", "C", "F", "F", "F", "F", "O", "C", "C", "F", "F", "F", "F", "H", "H", "H", "H"],
  "positions_angstrom": [[0.42050, -0.08218, 0.81166], [3.56657, 2.36923, 1.53766], [4.50291, 3.68585, 2.18521], [2.24427, 2.85391, 2.49196], [2.63047, 1.04926, 0.84121], [4.93543, 1.92273, 0.56761], [4.09416, 1.30286, 2.76843], [3.00405, 3.37351, 0.23903], [0.48811, -1.50271, 4.26561], [0.23963, 0.15117, 4.50693], [-1.02677, -1.84673, 5.01809], [0.73752, -3.20476, 4.02797], [1.96348, -1.19860, 3.43685], [1.30127, -1.61849, 5.78378], [-0.30625, -1.43913, 2.70320], [-2.39550, 2.95417, 0.55260], [-1.25390, 2.17552, 0.70030], [-0.93176, 1.79648, 1.82208], [-0.59134, 1.88172, -0.35750], [-2.39128, 3.18469, -0.38787], [-1.50127, -1.98468, -2.59426], [-2.66923, -2.00572, -1.63439], [-3.51372, -0.74707, -1.79302], [-4.00309, -0.72894, -3.08881], [-4.56328, -0.74529, -0.93684], [-3.44274, -3.13464, -1.86815], [-2.22770, -2.06283, -0.37710], [-0.59331, -0.99588, -2.17374], [0.33016, -0.77082, -3.12120], [1.26806, 0.37054, -2.68785], [1.81662, 0.15517, -1.49776], [2.26138, 0.43097, -3.63885], [1.01417, -1.92368, -3.35353], [-0.30878, -0.39778, -4.26491], [-1.90619, -1.76418, -3.58421], [-1.02012, -2.96626, -2.61529], [-2.89998, 0.14272, -1.60434], [0.72746, 1.31984, -2.68053]],
  "atomic_forces_ev_per_a": [[0.10, 0.92, 0.66], [-0.02, 0.16, -0.39], [0.18, 0.13, 0.07], [-0.57, 0.12, 0.33], [-0.13, -0.23, -0.01], [0.18, -0.21, -0.25], [0.33, -0.24, 0.39], [0.05, 0.20, -0.20], [0.28, -0.57, 0.13], [-0.19, 0.90, 0.03], [-0.42, -0.18, 0.14], [-0.05, -0.42, -0.09], [0.48, 0.10, -0.22], [0.22, -0.08, 0.39], [-0.33, 0.08, -0.65], [0.20, 0.03, -0.37], [1.63, -0.91, -0.11], [-0.83, 0.07, 0.20], [-1.13, 0.09, -0.46], [0.02, -0.05, 0.20], [-0.67, -1.05, -0.28], [-0.31, -0.33, -0.25], [-0.34, 0.32, -0.05], [0.14, 0.09, 0.70], [0.19, -0.17, -0.37], [0.55, 0.78, -0.02], [0.05, -0.12, 0.57], [-0.26, 0.17, 0.51], [0.31, 0.32, 0.55], [0.02, 0.56, -0.84], [0.03, -0.51, 0.04], [-0.27, -0.07, 0.37], [0.09, 0.31, -0.52], [0.63, -0.08, -0.43], [0.13, -0.05, 0.07], [-0.14, 0.03, 0.14], [-0.11, -0.05, -0.14], [-0.03, -0.06, 0.16]],
  "multiplicity": 1,
  "total_charge": -2,
  "lumo_energy_ev": 3.790,
  "homo_ev": -3.61,
  "fmax_ev_per_a": 1.87,
  "total_energy_ev": -194950.10272
}



{
  "formula": "C6H5AsDyN2O2S4",
  "method": "ωB97M-V/def2-TZVPD",
  "symbols": ["Dy", "S", "As", "S", "S", "S", "O", "N", "N", "O", "C", "C", "C", "C", "C", "C", "H", "H", "H", "H", "H"],
  "positions_angstrom": [[0.33289, 0.41395, 0.29229], [1.80479, 2.22676, 1.56758], [2.55528, 1.94334, -0.51793], [2.79656, -0.26550, -0.51843], [0.63834, 2.10932, -1.66999], [4.09989, 3.16438, -1.15157], [-1.81307, 0.14656, 1.08395], [-2.52369, -0.91241, 0.97336], [-1.87301, -1.83562, 0.37845], [-0.65457, -1.61892, -0.01211], [-2.45819, -3.12265, 0.16380], [-3.77719, -3.36144, 0.52419], [-4.29920, -4.62674, 0.31043], [-3.51995, -5.62794, -0.25564], [-2.20758, -5.36131, -0.61221], [-1.66061, -4.10283, -0.40275], [-4.37760, -2.57974, 0.96334], [-5.32585, -4.82543, 0.58917], [-3.93525, -6.61331, -0.42146], [-1.59763, -6.13627, -1.05759], [-0.64294, -3.86918, -0.67396]],
  "atomic_forces_ev_per_a": [[-0.18, 0.04, -0.22], [0.01, 0.09, 0.01], [0.20, 0.13, 0.03], [0.06, 0.02, -0.04], [0.02, -0.02, 0.09], [0.05, -0.04, 0.00], [-0.57, 0.03, 0.29], [0.31, 0.03, -0.10], [-0.10, 0.32, 0.21], [0.31, -0.57, -0.28], [0.04, 0.13, 0.05], [-0.04, -0.19, -0.03], [-0.01, 0.06, 0.02], [0.00, -0.01, -0.01], [0.03, 0.01, 0.00], [-0.14, -0.07, -0.02], [0.04, 0.04, 0.00], [0.00, -0.02, -0.01], [-0.02, 0.00, 0.01], [0.00, 0.00, 0.00], [0.01, 0.03, 0.01]],
  "multiplicity": 6,
  "total_charge": -1,
  "lumo_energy_ev": [2.006, 2.008],
  "homo_ev": [-4.56, -4.58],
  "de_lowest_kcal_mol": 0.00,
  "fmax_ev_per_a": 0.70,
  "total_energy_ev": -141645.26561
}



{
  "formula": "C6H5BrFNO2",
  "method": "ωB97M-V/def2-TZVPD",
  "symbols": ["C", "C", "C", "C", "C", "C", "N", "O", "O", "F", "Br", "H", "H", "H", "H", "H"],
  "positions_angstrom": [[-0.78605, 0.10016, -0.69602], [-0.41045, 1.22977, -0.07389], [-0.07849, -1.17019, -0.62561], [0.80321, 1.54939, 0.74956], [0.66440, -1.76219, 0.29586], [2.07923, 1.20262, 0.71157], [1.31305, -2.97988, 0.08222], [2.19887, -3.27572, 0.90537], [0.85255, -3.76770, -0.78857], [2.93229, 1.78332, 1.63498], [3.00628, 0.03541, -0.45579], [-1.53381, 0.08695, -1.47153], [-1.02281, 2.10399, -0.12358], [-0.11566, -1.58189, -1.69372], [0.63258, 2.30217, 1.45175], [0.76594, -1.54054, 1.29218]],
  "atomic_forces_ev_per_a": [[1.09, 0.14, 0.92], [1.16, -0.22, 0.47], [0.06, -0.27, -2.98], [-0.78, -1.32, -1.29], [-1.38, 0.56, -1.15], [1.22, 0.11, 0.42], [0.07, -3.92, -0.58], [-1.05, 0.44, -1.52], [1.48, 1.63, 1.44], [-0.90, -0.78, -1.22], [-0.16, 0.81, 0.51], [-0.58, 0.36, 0.30], [-0.48, 0.38, -0.46], [0.34, -0.25, 1.85], [-0.30, 1.11, 1.21], [0.20, 1.23, 2.05]],
  "multiplicity": 1,
  "lumo_energy_ev": -1.167,
  "homo_ev": -9.47,
  "de_lowest_kcal_mol": 27.93,
  "smiles": "O=[N+]([O-])/C=C/C=C\\C=C(\\F)Br",
  "fmax_ev_per_a": 3.96,
  "total_energy_ev": -84642.46468
}



{
  "formula": "C6H5BrOS",
  "method": "ωB97M-V/def2-TZVPD",
  "symbols": ["C", "C", "C", "C", "C", "C", "O", "S", "Br", "H", "H", "H", "H", "H"],
  "positions_angstrom": [[-0.97530, -1.66476, 0.32670], [0.39530, -1.64290, 0.33209], [-1.66519, -0.42924, 0.29619], [1.07786, -0.46362, 0.15002], [-0.98593, 0.74990, 0.21028], [0.40349, 0.76728, 0.06737], [2.63550, 2.22297, -0.15987], [1.22379, 2.38822, -0.08898], [0.63588, 2.72192, -2.16802], [-1.63471, -2.57926, 0.54506], [0.97457, -2.59563, 0.32658], [-2.73303, -0.60882, 0.41656], [2.03743, -0.57935, -0.25920], [-1.38966, 1.71331, 0.00524]],
  "atomic_forces_ev_per_a": [[-1.90, -0.12, 1.53], [0.37, -1.69, -0.61], [-0.35, -2.20, 0.30], [-0.28, 1.09, -0.85], [0.88, 1.05, -0.86], [0.32, -0.53, 1.50], [3.93, -0.12, -0.06], [-3.18, -2.95, 4.32], [-1.27, 1.44, -5.15], [1.47, 1.26, -0.64], [-0.50, 0.89, 0.05], [0.04, 1.09, -0.28], [1.68, 0.32, 0.36], [-1.22, 0.48, 0.41]],
  "multiplicity": 3,
  "lumo_energy_ev": [0.567, -3.540],
  "homo_ev": [-6.17, -9.70],
  "fmax_ev_per_a": 6.12,
  "total_energy_ev": -89223.35511
}



{
  "formula": "C6H5ClN2O4",
  "method": "ωB97M-V/def2-TZVPD",
  "symbols": ["C", "C", "C", "C", "C", "C", "N", "N", "O", "O", "O", "O", "Cl", "H", "H", "H", "H", "H"],
  "positions_angstrom": [[-0.91904, -1.38347, 1.51840], [-0.56775, -0.03256, 1.22025], [-0.62916, -2.40910, 0.63713], [0.46188, 0.09485, 0.33188], [-0.72803, 3.89987, -1.44911], [0.75618, -0.76877, -0.72099], [1.08753, 1.46694, 0.20617], [-0.05216, -2.22026, -0.62833], [-1.35857, 3.11707, -2.00211], [-0.11022, 4.76454, -1.01569], [0.79622, 2.15891, 1.14682], [1.83742, 1.78346, -0.67467], [2.27505, -1.01379, -1.39791], [-1.29645, -1.73193, 2.41394], [-0.76295, 0.87853, 1.73717], [-0.94422, -3.48659, 0.85290], [0.76486, -2.89100, -0.71587], [-0.61061, -2.22671, -1.45997]],
  "atomic_forces_ev_per_a": [[0.76, 0.78, -2.50], [-0.46, -2.25, 1.43], [-1.92, -2.01, 2.23], [2.60, 3.04, -2.81], [0.36, 0.84, -0.50], [-1.55, -2.19, -0.38], [-2.15, -3.72, 1.06], [4.56, 2.02, 0.03], [-0.88, -1.45, -0.30], [0.59, 0.61, 0.84], [-0.36, 2.33, 1.76], [1.14, 0.13, -1.79], [0.63, -0.36, -0.34], [-1.23, -0.10, 1.74], [-0.54, 0.02, 0.83], [0.53, 1.76, -0.35], [-1.31, 0.77, -0.36], [-0.77, -0.21, -0.58]],
  "multiplicity": 3,
  "lumo_energy_ev": [-0.061, -1.555],
  "homo_ev": [-5.71, -9.50],
  "de_lowest_kcal_mol": 34.99,
  "fmax_ev_per_a": 4.99,
  "total_energy_ev": -29988.10279
}



{
  "formula": "C6H5ClO",
  "method": "ωB97M-V/def2-TZVPD",
  "symbols": ["C", "C", "C", "C", "C", "C", "H", "H", "H", "H", "H", "O", "Cl"],
  "positions_angstrom": [[-0.92419, 0.14187, -1.36525], [-0.59061, 0.35969, 0.19040], [0.08425, -0.68079, 0.88998], [0.27980, -1.85168, 0.20430], [0.41928, -0.54782, 2.27302], [0.66055, -0.51506, 3.46386], [-1.23967, -0.76891, -1.78995], [-1.75317, 0.87034, -1.59448], [0.02328, -1.85054, -0.83153], [0.93574, -2.58012, 0.65537], [0.57967, -0.47696, 4.61390], [-0.94871, 1.44934, 0.61305], [0.55702, 0.69260, -2.34680]],
  "atomic_forces_ev_per_a": [[0.09, 2.85, 0.33], [-2.09, 2.70, -2.51], [0.64, -2.83, -0.02], [0.97, 2.12, 1.36], [0.44, 0.07, 1.62], [-1.04, 0.10, 1.15], [-0.03, -1.30, -0.02], [1.12, -0.55, 0.33], [-0.02, -0.59, -0.26], [-0.39, -0.50, -0.10], [0.55, -0.07, -2.75], [0.74, -1.55, 0.16], [-0.99, -0.45, 0.71]],
  "multiplicity": 1,
  "lumo_energy_ev": -0.695,
  "homo_ev": -9.88,
  "de_lowest_kcal_mol": 68.99,
  "smiles": "C#CC(=C)C(=O)CCl",
  "fmax_ev_per_a": 4.24,
  "total_energy_ev": -20869.47231
}